The following is a quantum chemistry calculation of C2H3BrClF as an isolated structure at a distorted geometry, from the OMol25 dataset.

Last column: Löwdin charge in e.
Element x y z (Å)
C1 -1.069 0.942 0.695  -0.030
C2 -0.141 -1.125 -1.329  -0.949
F1 -0.684 -0.368 1.324  -0.230
Cl1 -1.275 -2.481 -1.465  0.432
Br1 1.577 -1.857 -1.402  0.593
H1 -1.313 0.578 -0.265  -0.003
H2 -1.797 1.517 1.318  0.078
H3 -0.047 1.471 0.881  0.109

HOMO energy = -9.833 eV
ΔE to the lowest compared entry with this formula, charge and spin = 3.853 eV
LUMO level = -0.04507 Ha
HOMO-LUMO gap = 0.3163 Ha